{"formula": "C5H12BrFN2O2S", "method": "the ωB97M-V functional and the def2-TZVPD basis", "symbols": ["C", "C", "Br", "C", "N", "C", "C", "N", "S", "O", "O", "F", "H", "H", "H", "H", "H", "H", "H", "H", "H", "H", "H", "H"], "positions_angstrom": [[-2.311640, -0.251849, 2.103708], [-1.907623, -0.069609, 0.582648], [-3.512436, -0.644230, -0.471852], [-0.733785, -1.015737, 0.155459], [0.615523, -0.504727, 0.507204], [0.899755, 0.849185, -0.020205], [0.802380, 0.987602, -1.580470], [1.276514, 2.378979, -1.905145], [1.818723, -1.619145, 0.092480], [1.304082, -2.704837, -0.774720], [3.036708, -1.003660, -0.462903], [2.233765, -2.347822, 1.512672], [-2.866096, 0.671499, 2.419442], [-3.026980, -1.097808, 2.230728], [-1.420434, -0.319998, 2.772098], [-1.767903, 1.000113, 0.323190], [-0.845522, -1.293389, -0.926256], [-0.866620, -1.979237, 0.717580], [0.260838, 1.644236, 0.438464], [1.949844, 1.108331, 0.275919], [1.500306, 0.294946, -2.119946], [-0.232512, 0.905138, -1.986441], [1.912439, 2.671886, -1.157553], [1.880674, 2.340133, -2.726106]], "atomic_forces_ev_per_a": [[-0.23, 1.13, -0.42], [-0.14, -0.66, 0.99], [0.72, 0.33, 0.23], [-1.13, -1.20, -0.03], [0.40, -0.25, -0.37], [1.01, 0.67, -0.86], [0.79, 0.81, -0.30], [0.23, -0.41, 0.44], [1.79, -2.26, -3.32], [0.31, 2.32, 2.80], [-2.49, -0.40, 2.36], [-0.92, 1.48, -1.77], [0.41, -0.82, -0.24], [0.91, 0.46, -0.07], [-0.57, -0.20, -0.62], [0.00, -0.87, 0.08], [0.39, 0.52, 0.88], [0.01, 0.86, -0.52], [0.27, -1.03, -0.09], [-0.90, -0.31, -0.27], [-0.93, 0.02, 0.79], [0.67, -0.25, 0.50], [-0.25, 0.02, -0.28], [-0.36, 0.04, 0.11]], "charge": 0, "e_homo_ev": -9.92, "smiles": "C[C@H](Br)CN(CCN)S(=O)(=O)F", "gap_ev": 10.41}